Record 1
The following is a DFT calculation (wB97M-V/def2-TZVPD) of CH4N2O in the gas phase at a distorted geometry.

```
8
Properties=species:S:1:pos:R:3:mulliken_charge:R:1
H 1.143 -1.423 0.185 0.257
H -1.938 0.698 -0.359 0.298
O 0.017 1.312 0.715 -0.409
H -0.791 -0.639 0.657 0.167
N -1.128 0.351 -0.884 -0.503
C -0.162 0.180 0.102 0.477
N 1.023 -0.533 -0.282 -0.533
H 1.837 0.054 -0.134 0.246
```

LUMO level (spin up / spin down): -0.0385 / -0.0830 hartree
HOMO-LUMO gap (spin up / spin down): 9.184 / 7.346 eV



Record 2
The following is a DFT calculation (wB97M-V/def2-TZVPD) of NO4S as an isolated structure at a distorted geometry.

```
6
Properties=species:S:1:pos:R:3:mulliken_charge:R:1
S 1.955 -0.369 0.108 0.986
O 0.560 -0.949 0.445 -0.412
N -0.879 -0.004 0.020 1.197
O -0.702 0.926 0.667 -0.255
O 1.741 0.724 -0.796 -0.264
O -1.503 -0.592 -0.690 -0.252
```

charge: +1
LUMO level: -0.2915 hartree
HOMO-LUMO gap: 10.683 eV